Computed, not measured: a structure of composition C20H14BeCl5N2S2, with wB97M-V/def2-TZVPD.

The geometry in XYZ format:
```
44
Properties=species:S:1:pos:R:3:forces:R:3:mulliken_charge:R:1
Be 0.228 -0.021 0.461 -0.731 -0.413 0.049 -0.4551
C -1.069 -4.375 -0.194 0.004 0.156 0.035 -1.6364
C -0.839 -2.874 -0.301 -0.011 -0.167 -0.014 0.3332
S -0.992 -1.952 1.186 0.078 0.057 0.070 -0.3848
C -0.530 -2.289 -1.474 0.023 -0.031 -0.042 0.5476
C -0.352 -3.068 -2.757 0.040 0.110 0.033 -1.3856
S -0.261 -0.551 -1.619 0.139 0.050 0.129 -0.4699
H -1.562 -4.599 0.750 -0.001 -0.004 -0.004 0.3593
H -0.127 -4.938 -0.217 -0.026 0.032 0.001 0.2389
H -1.698 -4.754 -1.004 0.014 -0.014 0.029 0.4116
H -0.797 -4.062 -2.709 0.016 0.027 -0.007 0.3523
H 0.714 -3.188 -2.987 -0.030 0.005 -0.025 0.2104
H -0.796 -2.529 -3.599 0.003 -0.012 0.039 0.3038
C 1.237 3.664 -1.303 -0.038 0.040 0.003 -0.9036
C 2.603 3.500 -1.471 0.030 0.001 -0.004 -0.3943
C 3.204 2.336 -1.024 0.165 0.030 -0.019 -1.0003
C 2.410 1.371 -0.425 -0.013 -0.121 0.010 0.7628
N 1.105 1.543 -0.250 0.090 0.279 -0.149 0.4517
C 0.522 2.660 -0.675 -0.058 -0.115 0.100 0.1087
C 2.872 0.044 0.039 0.000 0.052 -0.026 0.6246
C 4.173 -0.406 -0.087 0.122 0.106 -0.053 -1.0445
C 4.487 -1.680 0.356 0.052 -0.017 -0.007 -0.4630
C 3.487 -2.456 0.908 0.009 0.000 0.013 -1.0379
C 2.203 -1.940 0.992 -0.184 -0.055 -0.057 -0.1902
N 1.902 -0.712 0.569 0.271 -0.062 -0.067 0.5495
H 0.732 4.555 -1.649 -0.005 -0.010 0.009 0.3956
H 3.194 4.270 -1.950 0.001 -0.015 0.010 0.4158
H 4.268 2.181 -1.140 -0.030 0.025 -0.026 0.3713
H -0.549 2.725 -0.504 0.063 -0.008 -0.022 0.3600
H 4.926 0.230 -0.532 -0.004 -0.044 0.020 0.3570
H 5.496 -2.060 0.261 -0.006 0.022 0.011 0.4291
H 3.687 -3.456 1.268 -0.035 0.001 -0.011 0.4025
H 1.360 -2.497 1.392 0.005 0.062 0.018 0.5696
Cl -2.769 1.196 0.419 0.060 -0.008 0.015 -0.1382
C -1.857 1.353 1.894 0.012 0.048 0.095 1.0968
C -0.523 0.932 1.910 -0.019 0.057 -0.039 -1.5468
C 0.137 1.184 3.107 -0.122 -0.006 0.042 1.5085
Cl 1.851 0.806 3.230 -0.036 0.055 0.045 -0.2362
C -0.467 1.731 4.242 0.066 -0.032 -0.012 -0.3977
Cl 0.414 1.967 5.717 -0.016 -0.005 -0.066 -0.2269
C -1.807 2.095 4.185 0.022 -0.013 -0.027 0.5305
Cl -2.595 2.768 5.571 0.037 -0.017 -0.037 -0.2230
C -2.504 1.920 2.992 0.022 -0.040 -0.054 -0.3311
Cl -4.162 2.414 2.904 0.022 -0.006 -0.007 -0.2255
```
Positions in Å, forces in eV/Å.

Calculated values
* E: -3992.30691 a.u.
* charge: -1
* 2S+1: 1
* maximum force: 0.016 Eh/bohr